No. 1
2 unconnected molecules or ions with the total composition C2H3IN2O. Source: the OMol25 dataset; level of theory: the ωB97M-V functional and the def2-TZVPD basis.

* SMILES string: c1nnco1.I
* ΔE to the lowest compared entry with this formula, charge and spin: 1.409 eV

Element x y z (Å)
1 C -0.11791 0.53921 -0.21108
2 C -1.72158 -0.72138 0.26202
3 N 0.37346 -0.61511 -0.10969
4 N -0.67839 -1.45486 0.19138
5 O -1.42726 0.55447 0.11573
6 I 3.83618 0.77853 -0.23577
7 H 2.24343 0.22163 -0.16241
8 H 0.18179 1.54103 -0.59489
9 H -2.68972 -0.84352 0.74469

No. 2
15 unconnected molecules or ions with the total composition C90H217N15O20. Source: the OMol25 dataset; level of theory: the ωB97M-V functional and the def2-TZVPD basis.

Element x y z (Å)
1 C 0.84884 0.48746 9.58124
2 C -0.68976 0.56085 9.50056
3 C -1.27379 1.74480 10.32939
4 C -1.14684 3.10762 9.70723
5 C -1.87793 3.02845 8.38879
6 C -1.35413 1.96197 7.33052
7 N -1.17389 0.66737 8.09735
8 O -0.92911 -0.44315 7.34618
9 C -2.38006 1.75561 6.18215
10 C -0.04969 2.52634 6.67533
11 C -1.32170 -0.75040 10.06974
12 H 1.28422 0.43035 10.57887
13 H 1.29007 1.27848 8.97483
14 H 1.22307 -0.42823 9.12345
15 H -2.34185 1.53250 10.37717
16 H -0.78578 1.73415 11.30398
17 H -0.14359 3.52921 9.64522
18 H -1.67438 3.74384 10.41788
19 H -1.94411 3.98575 7.87177
20 H -2.95313 2.93227 8.53982
21 H -3.35417 1.32802 6.41963
22 H -2.64012 2.68899 5.68287
23 H -1.87018 1.07879 5.49656
24 H -0.14420 3.52443 6.24754
25 H 0.74047 2.64150 7.41728
26 H 0.39605 1.90086 5.90191
27 H -2.36571 -0.82976 9.76673
28 H -1.32042 -0.80467 11.15839
29 H -0.89095 -1.71366 9.79646
30 H -0.00123 -0.28939 7.15383
31 C -15.89889 2.91240 16.23682
32 C -15.38132 2.83655 14.78300
33 C -16.31552 3.57676 13.80540
34 C -16.07089 5.15004 13.89955
35 C -14.63634 5.40564 13.66906
36 C -13.60486 4.62689 14.64423
37 N -13.97420 3.21913 14.77082
38 O -13.06689 2.42337 15.43272
39 C -12.19358 4.73046 13.99643
40 C -13.54956 5.34272 16.05600
41 C -15.52522 1.35457 14.31284
42 H -15.16071 2.56524 16.95978
43 H -16.62519 2.13284 16.46673
44 H -16.39251 3.85803 16.46093
45 H -16.18005 3.20328 12.79038
46 H -17.36992 3.42646 14.03724
47 H -16.44097 5.49206 14.86607
48 H -16.61454 5.68662 13.12197
49 H -14.46119 6.47829 13.75174
50 H -14.37153 5.22744 12.62685
51 H -12.20828 4.45458 12.94202
52 H -12.01118 5.79116 13.82390
53 H -11.45132 4.25517 14.63770
54 H -14.58856 5.46427 16.36228
55 H -12.97672 4.87972 16.85949
56 H -13.28757 6.38800 15.89215
57 H -16.58833 1.12052 14.25701
58 H -15.06426 0.65628 15.01143
59 H -15.05239 1.17565 13.34717
60 H -12.46576 2.25850 14.70261
61 C -9.12235 4.64287 6.41891
62 C -9.44920 3.35566 7.17821
63 C -10.99577 3.24092 7.19092
64 C -11.54048 1.79935 7.52063
65 C -10.85602 0.77409 6.60862
66 C -9.27598 0.86420 6.52688
67 N -8.84037 2.28934 6.42647
68 O -7.44147 2.41236 6.25642
69 C -8.67900 0.12748 7.70431
70 C -8.91100 0.08779 5.29590
71 C -8.93335 3.50913 8.64054
72 H -8.04011 4.76995 6.44573
73 H -9.52792 5.54265 6.88151
74 H -9.59823 4.75574 5.44481
75 H -11.45439 3.81657 7.99490
76 H -11.32415 3.61833 6.22250
77 H -12.61315 1.64852 7.39918
78 H -11.21297 1.60786 8.54247
79 H -11.30697 0.76714 5.61630
80 H -11.12787 -0.13647 7.14255
81 H -9.05830 -0.87867 7.88294
82 H -7.59334 0.03673 7.66939
83 H -8.95618 0.66380 8.61184
84 H -7.83292 -0.01275 5.17042
85 H -9.37938 -0.89609 5.32213
86 H -9.23573 0.60104 4.39079
87 H -9.28782 4.42962 9.10439
88 H -7.84687 3.58929 8.67548
89 H -9.22925 2.70271 9.31152
90 H -7.37877 2.79958 5.38022
91 C -8.28992 1.83082 19.25157
92 C -9.36926 2.96643 18.91396
93 C -10.56190 2.99744 19.93685
94 C -11.43113 4.29419 19.88592
95 C -10.60637 5.51497 19.99168
96 C -9.41811 5.55806 18.92309
97 N -8.64120 4.23261 19.00337
98 O -7.42889 4.24854 18.33296
99 C -10.00733 5.93402 17.54610
100 C -8.50932 6.77852 19.42287
101 C -9.89890 2.65766 17.49597
102 H -7.71420 2.00917 20.15978
103 H -7.53698 1.69444 18.47529
104 H -8.83879 0.90106 19.40116
105 H -11.19321 2.11297 19.85165
106 H -10.10428 2.92173 20.92324
107 H -12.17560 4.25025 20.68087
108 H -12.13356 4.27077 19.05276
109 H -10.12839 5.47432 20.97045
110 H -11.26042 6.37778 19.86572
111 H -10.68704 5.18916 17.13225
112 H -10.61198 6.84058 17.57142
113 H -9.17147 6.16446 16.88554
114 H -8.96743 7.75702 19.27882
115 H -8.34212 6.63822 20.49079
116 H -7.63886 6.78056 18.76682
117 H -9.23396 3.12761 16.77133
118 H -10.92589 3.01655 17.42813
119 H -9.90631 1.57872 17.34127
120 H -6.81261 4.39370 19.05457
121 C -5.42912 0.62350 9.98544
122 O -5.58440 0.19410 11.37097
123 C -4.51275 0.71345 12.12214
124 C -4.75937 0.53625 13.59798
125 N -5.98570 1.18912 14.09358
126 C -5.82190 2.63897 14.11223
127 C -7.04728 3.35844 14.75983
128 O -8.30399 3.06343 14.11648
129 C -8.40883 3.70872 12.81595
130 H -4.47283 0.29717 9.57661
131 H -5.46228 1.70902 9.89250
132 H -6.15252 0.28248 9.24484
133 H -4.31481 1.77238 11.95607
134 H -3.61059 0.30749 11.66453
135 H -3.87696 0.62084 14.23226
136 H -4.94923 -0.49141 13.90776
137 H -6.66671 1.00231 13.37148
138 H -5.58341 3.07152 13.14057
139 H -4.93827 2.92376 14.68337
140 H -6.81561 4.42252 14.71301
141 H -7.09666 3.19310 15.83607
142 H -7.62362 3.19990 12.25680
143 H -8.12133 4.75390 12.93023
144 H -9.39362 3.57351 12.36872
145 C -10.08989 6.74582 11.92215
146 O -10.90170 6.28293 10.80062
147 C -11.08278 7.38096 9.85836
148 C -11.90739 6.90429 8.63546
149 N -13.38042 6.55770 8.84109
150 C -13.55607 5.45942 9.80984
151 C -15.08248 5.08376 9.92858
152 O -15.72957 4.41654 8.84196
153 C -17.07204 4.11907 9.18858
154 H -10.51350 7.62136 12.41416
155 H -9.02082 6.89127 11.76710
156 H -10.21696 5.92243 12.62498
157 H -10.13175 7.71435 9.44304
158 H -11.53128 8.23934 10.35850
159 H -11.56098 6.00206 8.13139
160 H -12.01504 7.61947 7.81996
161 H -13.70223 6.16253 7.96910
162 H -13.16063 5.80481 10.76507
163 H -13.05421 4.55190 9.47421
164 H -15.56791 5.99925 10.26675
165 H -15.09365 4.35050 10.73501
166 H -17.20995 3.53278 10.09707
167 H -17.44921 3.59323 8.31147
168 H -17.67451 5.00770 9.37693
169 C -7.67846 5.05198 23.62635
170 O -6.39273 4.93223 22.99571
171 C -6.37626 3.75334 22.11303
172 C -5.14012 3.47837 21.23298
173 N -4.94968 4.30863 20.01586
174 C -4.65628 5.69027 20.34765
175 C -4.45214 6.40933 18.92062
176 O -3.09497 6.32884 18.58028
177 C -2.93297 6.57418 17.21792
178 H -8.28839 5.36775 22.77996
179 H -7.77668 5.86456 24.34619
180 H -8.09911 4.16110 24.09271
181 H -7.24565 3.63313 21.46664
182 H -6.37841 2.98265 22.88382
183 H -5.31951 2.45487 20.90379
184 H -4.28308 3.47228 21.90642
185 H -4.22686 3.85469 19.47590
186 H -3.80347 5.75001 21.02385
187 H -5.39626 6.14360 21.00721
188 H -4.69490 7.47058 18.97449
189 H -5.14321 5.93736 18.22221
190 H -3.27340 7.55124 16.87509
191 H -3.34971 5.77853 16.60036
192 H -1.87345 6.48045 16.97974
193 C -5.16188 4.49080 10.01446
194 O -5.22954 5.88508 9.99424
195 C -6.55791 6.26095 9.63244
196 C -6.67234 7.76438 9.45556
197 N -6.57669 8.37540 10.80210
198 C -6.82965 9.84040 10.77786
199 C -6.30292 10.54288 12.04708
200 O -4.83202 10.27014 12.11304
201 C -4.14763 10.75894 11.00933
202 H -4.15864 4.11176 10.20920
203 H -5.40242 4.12593 9.01591
204 H -5.82566 4.02240 10.74116
205 H -7.30921 5.92868 10.34886
206 H -6.86149 5.71820 8.73725
207 H -7.54633 7.96103 8.83461
208 H -5.80806 8.11245 8.88989
209 H -5.66679 8.21983 11.21195
210 H -7.91431 9.93366 10.72380
211 H -6.49885 10.32324 9.85832
212 H -6.80311 10.14378 12.92947
213 H -6.62326 11.58454 12.06826
214 H -4.34532 10.12378 10.14585
215 H -3.09740 10.61490 11.26307
216 H -4.33661 11.82763 10.90789
217 C -2.30464 4.02127 13.72792
218 O -3.31153 5.01881 13.53309
219 C -2.72859 6.31614 13.35374
220 C -3.74213 7.36133 12.88279
221 N -4.51774 8.01585 13.93058
222 C -5.65190 7.08686 14.19424
223 C -6.74414 7.64321 15.19819
224 O -7.60983 8.63838 14.62828
225 C -8.44731 9.14552 15.63348
226 H -1.60088 4.28775 14.51647
227 H -1.67478 3.81440 12.86271
228 H -2.59710 3.04984 14.12650
229 H -2.03657 6.20052 12.51956
230 H -2.07585 6.60463 14.17762
231 H -4.44385 6.96698 12.14783
232 H -3.26985 8.13508 12.27753
233 H -4.86915 8.86696 13.51559
234 H -5.25265 6.18482 14.65796
235 H -6.25153 6.81953 13.32416
236 H -6.21828 7.92801 16.10947
237 H -7.42922 6.81887 15.39626
238 H -7.90948 9.40744 16.54466
239 H -9.34756 8.55935 15.81796
240 H -8.77282 10.07922 15.17484
241 C -8.60796 -4.73432 13.89445
242 C -7.58060 -5.49233 13.02018
243 C -6.09517 -5.18099 13.18314
244 O -5.76515 -3.86182 12.85266
245 C -4.43887 -3.55519 13.17302
246 N -7.83334 -6.88308 13.35006
247 H -8.60988 -3.65942 13.71369
248 H -8.35203 -4.79863 14.95204
249 H -9.62217 -5.12895 13.83332
250 H -7.93446 -5.23085 12.02293
251 H -5.56942 -5.87342 12.52570
252 H -5.78655 -5.38645 14.20815
253 H -4.28573 -2.58204 12.70650
254 H -3.75965 -4.24764 12.67576
255 H -4.22741 -3.51418 14.24152
256 H -8.80707 -7.01556 13.11688
257 H -7.37415 -7.54187 12.73749
258 C -3.85145 -1.19052 19.09565
259 C -4.83770 -0.07222 19.26521
260 C -4.49971 1.09095 18.36129
261 O -3.22962 1.66347 18.64506
262 C -2.79794 2.53495 17.60509
263 N -6.17274 -0.55674 19.03244
264 H -3.94056 -1.73620 18.15630
265 H -4.05757 -1.98538 19.81246
266 H -2.82295 -0.87271 19.26682
267 H -4.76881 0.31540 20.28163
268 H -5.26945 1.85813 18.27742
269 H -4.41307 0.68847 17.35201
270 H -3.64925 3.02642 17.13412
271 H -2.20516 2.10277 16.79890
272 H -2.11287 3.27091 18.02598
273 H -6.27273 -0.60112 18.02837
274 H -6.86160 0.14236 19.27084
275 C -11.57762 1.34977 11.77397
276 C -10.76118 0.45427 12.75469
277 C -9.47275 -0.09985 12.14575
278 O -9.79410 -1.28548 11.32847
279 C -8.64972 -1.91926 10.79070
280 N -10.51389 1.18534 14.02070
281 H -12.56901 1.50038 12.20125
282 H -11.72344 0.91414 10.78551
283 H -11.08314 2.32065 11.74223
284 H -11.34187 -0.44284 12.96937
285 H -8.86864 -0.48140 12.96891
286 H -8.91788 0.67303 11.61391
287 H -8.39496 -1.21890 9.99528
288 H -8.85153 -2.92395 10.41927
289 H -7.86383 -2.06880 11.53105
290 H -9.88270 1.93670 13.78157
291 H -9.92613 0.59196 14.58863
292 C -5.45084 -1.56209 6.22077
293 C -4.26400 -2.31389 6.89186
294 C -4.56941 -3.82688 7.10981
295 O -5.62643 -4.02854 7.99275
296 C -5.54945 -3.49135 9.33148
297 N -3.11259 -2.33472 5.96820
298 H -6.29894 -1.82584 6.85265
299 H -5.71769 -2.03093 5.27363
300 H -5.29746 -0.50876 5.98605
301 H -4.11294 -1.79063 7.83605
302 H -3.69107 -4.36482 7.46651
303 H -4.79654 -4.30047 6.15471
304 H -4.53151 -3.45169 9.71921
305 H -6.21698 -4.10021 9.94123
306 H -5.95308 -2.47916 9.30593
307 H -2.41588 -3.05234 6.10863
308 H -2.57477 -1.50990 6.19295
309 C -6.31517 -2.52529 16.26646
310 C -7.32356 -1.50012 15.78419
311 C -8.74914 -1.77562 16.35260
312 O -9.67072 -0.76387 15.86468
313 C -11.05357 -0.97907 16.32836
314 N -6.96217 -0.18193 16.33123
315 H -6.65313 -3.50554 15.93028
316 H -6.40970 -2.57859 17.35104
317 H -5.34310 -2.40987 15.78701
318 H -7.30081 -1.38219 14.70083
319 H -8.74396 -1.72327 17.44133
320 H -9.07466 -2.77147 16.05193
321 H -11.82286 -0.31331 15.93714
322 H -11.11613 -1.06984 17.41277
323 H -11.18452 -1.98852 15.93854
324 H -6.30467 0.23719 15.68926
325 H -7.76683 0.40583 16.16645
326 C -0.95163 0.26802 14.11586
327 C -0.63495 -1.18413 14.37573
328 C 0.56408 -1.28028 15.39726
329 O 1.60475 -0.30589 15.13213
330 C 2.47524 -0.41009 14.06447
331 N -1.91179 -1.74842 14.82005
332 H -1.44690 0.77839 14.94188
333 H -1.53014 0.38049 13.19892
334 H -0.13671 0.83553 13.66650
335 H -0.46622 -1.60561 13.38478
336 H 0.80885 -2.32144 15.60746
337 H 0.14313 -0.94513 16.34519
338 H 2.02813 -0.08687 13.12440
339 H 2.87504 -1.40702 13.87898
340 H 3.30173 0.29833 14.12051
341 H -2.01260 -1.54632 15.80448
342 H -1.68667 -2.73173 14.87040

No. 3
A molecular structure, C4H7NOS2. Source: the OMol25 dataset; level of theory: the ωB97M-V functional and the def2-TZVPD basis.

* ΔE to the lowest compared entry with this formula, charge and spin: 4.757 eV

Element x y z (Å)
1 C 0.57678 -0.52380 -0.03627
2 C -0.55689 0.33696 0.23598
3 C -1.46253 0.33809 1.33504
4 C -1.89036 -0.17185 0.00340
5 H -0.10565 -2.09136 -1.30211
6 H 1.70389 -1.66741 -1.01210
7 H 1.28005 2.01534 -0.19506
8 H -1.38870 -0.49029 1.92463
9 H -1.54487 1.40722 1.83622
10 H -2.77209 0.20312 -0.67140
11 H -2.90503 -1.84360 -0.01841
12 N 0.72649 -1.40025 -1.07069
13 O -1.71686 -1.63541 -0.21073
14 S 2.21191 -0.35809 0.56622
15 S -0.06317 1.95032 -0.60435

Frontier orbital gap / eV: 10.42 7.69 8.03